# 1
DFT (the ωB97M-V functional and the def2-TZVPD basis) results for a cluster of 4 separate species, C3H13O3S in total at a distorted geometry.

Structure (XYZ):
```
20
Properties=species:S:1:pos:R:3:forces:R:3:lowdin_charge:R:1
C -1.07352 0.53309 1.28166 -0.1 1.7 -0.4 -0.140
C -1.52630 1.65102 0.21042 -0.2 -1.9 1.3 -0.334
C -0.63471 1.59371 -1.05478 0.0 -0.7 -0.5 -0.668
S -1.10307 0.27698 -2.36118 -0.2 1.0 1.0 0.237
H -1.87074 0.44165 2.05773 0.7 0.0 -0.4 0.054
H -0.90068 -0.47186 0.83630 0.0 0.9 0.2 0.050
H -0.16351 1.02651 1.71754 -0.5 -1.2 0.0 0.063
H -1.66278 2.59249 0.85797 0.6 -0.9 -1.5 0.103
H -2.51924 1.29315 -0.08221 0.0 0.6 -0.3 0.057
H -0.58126 2.52555 -1.56730 -0.7 1.0 -0.5 0.004
H 0.43242 1.45392 -0.90407 0.2 -0.4 0.9 0.021
H 2.83215 -0.59607 2.93654 0.1 0.7 -1.4 0.044
H 2.68791 0.07272 1.45117 0.5 -0.7 1.5 0.038
O 3.23424 0.02355 2.28261 -0.6 -0.1 -0.2 -0.114
H -0.28855 -1.64088 -2.44679 0.6 -1.3 0.7 -0.114
H -0.68999 -3.05736 -1.90677 -1.3 -0.6 0.5 -0.014
O 0.05091 -2.60928 -2.25917 0.8 1.6 -1.1 -0.184
H 0.83591 -1.05073 -0.22215 -1.2 0.4 -0.7 -0.031
H 1.37830 -2.41301 -0.65231 -1.0 -1.5 -1.6 -0.029
O 1.56251 -1.64514 -0.17520 2.3 1.4 2.4 -0.046
```
Forces are in eV/Å.

molar mass: 129.2 g/mol
ΔE to the lowest compared entry with this formula, charge and spin: 30.8 kcal/mol
total charge: -1
LUMO level: 0.1308 Eh
electronic energy: -20300.3785 eV
HOMO level: -3.31 eV

# 2
DFT (the ωB97M-V functional and the def2-TZVPD basis) results for a structure of composition C34H44Cl2IrN3O3P2 at a distorted geometry.

Structure (XYZ):
```
89
Properties=species:S:1:pos:R:3:forces:R:3:lowdin_charge:R:1
Ir 0.13282 0.12858 1.09882 0.7 0.6 2.6 1.130
C -1.37897 -1.80447 -1.18679 0.1 -0.3 -0.1 -0.176
P -0.48617 -1.91904 0.37769 -0.2 -0.2 -0.1 0.890
C 1.01410 -2.89828 0.06554 -0.2 0.0 0.0 -0.381
N 0.94174 -4.18754 -0.18806 0.2 0.3 0.1 0.167
C 2.12134 -4.81795 -0.37532 -0.1 -0.3 0.0 -0.174
C 2.12045 -6.20837 -0.65072 0.2 0.1 0.0 0.015
C 3.30813 -6.85573 -0.82102 -0.1 0.1 0.0 -0.012
C 4.54463 -6.16140 -0.72728 0.0 0.1 0.0 -0.012
C 4.58336 -4.82325 -0.46810 -0.1 -0.1 0.0 0.014
C 3.36764 -4.11753 -0.28842 0.3 0.1 0.0 -0.177
N 3.40737 -2.78625 -0.05905 -0.4 -0.1 -0.1 0.169
C 2.23583 -2.20476 0.09578 0.2 0.2 0.0 -0.390
P 2.18005 -0.40554 0.29283 -0.1 0.4 0.0 0.914
C 3.47728 0.05012 1.45551 0.2 -0.3 -0.2 -0.177
C 2.46513 0.48583 -1.29490 0.2 -0.2 0.0 -0.685
C 1.27303 0.29163 -2.23158 0.0 -0.1 0.0 -0.104
C 2.64995 1.97040 -0.96219 -0.1 0.0 0.0 -0.078
C 3.73502 -0.07403 -1.95359 -0.1 0.0 0.0 -0.055
C -1.60895 -2.77023 1.56807 0.0 -0.2 -0.1 -0.691
C -2.01408 -4.15043 1.03153 0.1 0.0 0.0 -0.060
C -2.87117 -1.92441 1.74834 -0.1 0.1 -0.1 -0.073
C -0.89156 -2.93459 2.90250 0.1 0.1 0.1 -0.073
H -1.58524 -2.83629 -1.47845 -0.1 0.0 -0.1 0.071
H -0.77293 -1.33695 -1.96271 -0.1 -0.1 0.1 0.032
H -2.31684 -1.26701 -1.07591 -0.1 0.1 0.1 0.061
H 1.17233 -6.71883 -0.71789 -0.1 0.0 0.0 0.126
H 3.32161 -7.91507 -1.03246 0.0 0.0 0.0 0.127
H 5.46284 -6.71264 -0.87018 0.0 0.0 0.0 0.127
H 5.51069 -4.27484 -0.40201 0.1 0.0 0.0 0.127
H 4.43150 -0.23301 0.99905 0.0 0.1 0.1 0.077
H 3.35029 -0.51658 2.37464 0.1 0.0 0.0 0.052
H 3.46697 1.11365 1.67695 0.0 0.1 0.0 0.067
H 0.32013 0.57927 -1.77439 0.1 0.1 0.0 0.045
H 1.20581 -0.73892 -2.59231 0.0 0.0 0.1 0.090
H 1.41592 0.93104 -3.10250 0.0 0.0 0.0 0.087
H 1.80931 2.37979 -0.39621 0.0 0.0 0.0 0.070
H 2.71447 2.52173 -1.89926 0.0 0.0 -0.1 0.095
H 3.56765 2.15865 -0.40934 0.0 0.0 0.0 0.089
H 3.63043 -1.12296 -2.22450 0.0 0.0 0.0 0.083
H 4.61891 0.03561 -1.32907 0.0 0.0 0.1 0.089
H 3.91190 0.49288 -2.86801 0.0 0.0 0.0 0.108
H -2.59132 -4.08293 0.11303 0.0 0.0 -0.1 0.086
H -2.65809 -4.60723 1.78108 -0.1 -0.1 0.1 0.107
H -1.15954 -4.80347 0.86398 -0.1 0.0 0.0 0.073
H -3.51019 -1.94909 0.86656 0.0 0.0 0.0 0.090
H -2.66895 -0.88308 1.99289 0.1 0.1 0.1 0.061
H -3.44074 -2.35117 2.57226 -0.1 0.0 0.0 0.107
H 0.00128 -3.55490 2.81398 0.1 0.0 0.0 0.097
H -1.56616 -3.42786 3.60168 0.0 0.0 0.0 0.112
H -0.61973 -1.97225 3.33929 -0.1 -0.1 -0.1 0.032
C 0.11807 -0.28178 5.31386 -0.1 0.0 0.0 -0.046
C 1.22656 -0.60734 4.35171 0.3 -0.3 0.0 -0.220
O 1.08588 0.15873 3.10325 -0.2 -0.2 -0.9 -0.243
H 0.30168 -0.80311 6.25236 0.0 0.0 0.0 0.108
H -0.86358 -0.58383 4.94407 0.1 0.0 0.0 0.079
H 0.09805 0.78386 5.54256 0.0 0.1 0.0 0.095
H 1.24851 -1.64947 4.03950 0.0 0.1 0.1 0.110
H 2.21096 -0.34298 4.74928 -0.1 0.0 0.0 0.138
H 0.94379 1.08832 3.33992 -0.1 0.1 -0.1 0.094
Cl -0.20444 3.55286 -3.05378 -0.1 0.2 0.0 0.781
C -1.81235 3.16410 -3.57697 0.3 -0.1 -0.5 -0.564
C -2.02012 2.85992 -4.91735 0.2 0.1 0.4 -0.066
C -3.25167 2.38979 -5.33465 -0.1 0.0 0.0 -0.019
C -4.27276 2.17299 -4.42304 0.0 0.1 0.3 -0.056
C -4.06225 2.48548 -3.08771 -0.4 -0.1 -0.3 -0.560
Cl -5.32434 2.22376 -1.92969 0.1 0.0 -0.1 0.782
C -2.85277 3.03541 -2.65735 0.0 0.1 0.3 -0.278
N -2.72611 3.35829 -1.29179 0.1 -0.1 0.0 0.147
C -2.26019 4.49526 -0.73556 -0.3 -0.1 -0.1 -0.170
C -2.10919 5.67202 -1.51243 0.2 0.2 0.0 0.027
C -1.69166 6.84051 -0.92090 -0.1 -0.2 -0.3 -0.003
C -1.42154 6.86536 0.44345 0.0 0.0 0.1 0.027
C -1.59260 5.71700 1.22649 0.0 -0.3 0.0 0.025
C -2.01905 4.53299 0.67175 0.1 0.2 0.2 -0.109
C -2.25447 3.32459 1.55126 0.0 0.0 0.1 -0.013
C -1.25194 2.22516 1.34854 0.4 -0.2 0.0 -0.559
O -0.11307 2.24294 1.87236 0.0 0.0 -0.3 -0.039
O -1.55177 1.16951 0.65034 -1.0 0.4 -1.1 -0.163
H -1.20837 2.97490 -5.62012 0.1 0.0 0.0 0.123
H -3.41043 2.16718 -6.37973 0.0 0.0 0.0 0.133
H -5.23000 1.78335 -4.73721 0.0 0.0 0.0 0.127
H -3.15806 2.67656 -0.67395 0.1 0.0 0.0 0.108
H -2.38312 5.64314 -2.55554 0.0 0.0 -0.1 0.131
H -1.60279 7.74708 -1.50088 0.0 0.0 -0.1 0.135
H -1.10057 7.78491 0.91157 0.0 0.0 0.0 0.136
H -1.39510 5.77346 2.28804 0.0 0.0 0.0 0.137
H -3.26460 2.92653 1.42739 0.0 -0.1 0.0 0.148
H -2.15389 3.64227 2.59121 0.0 0.0 -0.1 0.149
```
Forces are in eV/Å.

molar mass: 867.8 g/mol
spin multiplicity: 2
total charge: +3
LUMO level (alpha / beta): -0.3734 / -0.3881 Eh
electronic energy: -93023.0979 eV
HOMO level (alpha / beta): -16.04 / -16.04 eV
⟨S²⟩: 0.783

# 3
DFT (the ωB97M-V functional and the def2-TZVPD basis) results for an isolated molecule of C3H5NO2 at a distorted geometry.

Structure (XYZ):
```
11
Properties=species:S:1:pos:R:3:forces:R:3:lowdin_charge:R:1
H 2.47221 1.35534 -0.52960 1.8 0.5 0.0 0.027
N 1.59178 0.97071 -0.74396 -1.8 -1.3 1.4 0.158
C 1.33634 -0.09968 -0.09115 -5.1 0.9 -3.3 -0.433
O 2.06046 -0.94401 0.55914 -1.1 -1.9 0.9 0.161
C -0.15011 -0.79218 -0.27625 0.0 -2.3 -0.4 -0.246
C -1.55048 -0.23471 0.17223 3.1 0.9 0.2 0.002
O -0.13102 -1.95142 -0.71575 0.2 2.8 0.8 0.056
H 2.80869 -0.45172 0.70188 3.9 1.2 1.0 0.079
H -1.83660 0.62763 -0.34862 -0.1 1.3 -1.5 0.052
H -1.48241 0.23965 1.14903 -0.1 -0.8 0.6 0.082
H -2.29502 -0.94620 -0.02597 -0.8 -1.2 0.4 0.062
```
Forces are in eV/Å.

SMILES: [H]/N=C(\O)C(C)=O
molar mass: 87.1 g/mol
ΔE to the lowest compared entry with this formula, charge and spin: 51.1 kcal/mol
total charge: 0
LUMO level: 0.0202 Eh
electronic energy: -8775.4779 eV
HOMO level: -9.73 eV

Q: Which value of electronic energy does entry 2 give?
A: -93023.0979 eV

Q: Which of these has the highest molar mass?
A: C34H44Cl2IrN3O3P2

Q: Which formula does entry 2 have?
A: C34H44Cl2IrN3O3P2